1.
C18H36Cl36 as an isolated structure at a distorted geometry, computed with the ωB97M-V functional and the def2-TZVPD basis.

Geometry (Å):
1 Cl -0.38822 -0.60229 4.44140
2 Cl 2.88191 -3.82611 0.77103
3 Cl 3.23766 6.76122 0.10710
4 Cl -2.93801 -3.49661 2.72897
5 Cl 1.64616 -3.89537 -1.84866
6 Cl 1.05977 -3.58668 -6.87816
7 Cl 0.14898 -3.03386 6.24621
8 Cl 3.30005 2.61694 -3.36048
9 Cl -1.03575 -6.43977 3.79909
10 Cl -3.62009 2.13795 0.45427
11 Cl -4.62355 5.47188 -2.67784
12 Cl 4.17016 -1.78815 6.11169
13 Cl -0.89600 3.48448 4.21417
14 Cl 6.40314 -1.92631 -1.71775
15 Cl 0.16437 0.00802 0.56648
16 Cl -2.94881 1.04620 3.02904
17 Cl 3.80021 -3.98963 4.52611
18 Cl 4.83169 -3.20398 -6.68565
19 Cl -3.07690 -1.71013 -5.20423
20 Cl 3.72094 2.73800 3.33330
21 Cl -0.01386 -5.44752 1.33255
22 Cl -2.24038 6.03311 3.24298
23 Cl -4.88118 -2.88714 -0.72547
24 Cl 1.78189 4.61739 1.16659
25 Cl 4.17552 -1.99132 -4.07880
26 Cl 5.10825 4.76007 -4.20995
27 Cl -2.12995 6.02078 -1.09058
28 Cl -3.44513 -0.08805 -2.81481
29 Cl 3.67020 2.14635 0.42420
30 Cl -2.05086 -3.45027 -0.94967
31 Cl -5.15776 -1.83916 3.43399
32 Cl -0.71468 -3.85536 -4.49694
33 Cl 0.29027 -0.60145 -2.13323
34 Cl 6.95832 0.26959 0.04146
35 Cl -6.35114 1.96654 -3.11538
36 Cl -7.56034 2.36653 -0.57294
37 C -0.15646 -5.06164 3.06154
38 C 4.72035 -1.70943 -5.74146
39 C -3.49818 -0.12438 -4.60278
40 C 0.22302 -1.26083 6.05915
41 C 4.73054 2.55227 1.83288
42 C -0.87772 -0.13257 -0.85542
43 C 2.93259 5.86020 1.54227
44 C 3.75744 4.37766 -3.08691
45 C -6.79155 1.17294 -1.62644
46 C -4.60451 -3.43973 3.23810
47 C -3.85956 5.76733 -1.08175
48 C -3.61131 -3.55724 -1.72392
49 C 5.93944 -1.12465 -0.31161
50 C 3.54861 -2.24581 4.52659
51 C 0.73330 -3.00168 -5.17880
52 C -3.92707 0.84333 1.63906
53 C 1.84250 -2.92292 -0.37560
54 C -1.43388 4.46390 2.82954
55 H -0.63854 -4.10956 3.28341
56 H 5.54887 1.87212 2.06917
57 H 3.85714 5.39884 1.88931
58 H -1.75978 -0.74680 -0.67433
59 H 0.85758 -2.73488 0.05180
60 H -3.69515 -0.15275 1.26204
61 H -3.84194 -4.58804 -1.99289
62 H 1.27685 -1.05403 6.24562
63 H -1.32071 0.82972 -1.11207
64 H -2.08879 3.92585 2.14420
65 H 2.69811 6.58206 2.32460
66 H -4.50974 0.17083 -4.88154
67 H 5.67836 -1.18954 -5.73534
68 H 1.59636 -3.17921 -4.53716
69 H -0.63132 4.74466 2.14751
70 H 6.06005 -1.90689 0.43782
71 H -4.02332 4.85204 -0.51295
72 H 3.93276 -1.60739 3.73099
73 H -4.78531 -4.00330 4.15342
74 H -4.96643 0.87639 1.96582
75 H -5.22439 -3.99000 2.53025
76 H -3.66307 -3.05269 -2.68873
77 H 4.89755 -0.80579 -0.34151
78 H 0.61697 -1.91809 -5.15885
79 H -7.46763 0.34774 -1.85017
80 H 2.47435 -2.06804 4.47711
81 H 0.91725 -5.01755 3.24403
82 H -2.79125 0.59738 -5.01197
83 H 2.95984 5.09535 -3.27892
84 H 5.28116 3.49108 1.77316
85 H -5.89647 0.95084 -1.04541
86 H 4.08618 4.39354 -2.04779
87 H -0.30423 -0.81778 6.90403
88 H 3.93836 -1.08933 -6.17970
89 H -4.31150 6.61336 -0.56396
90 H 2.29740 -1.95277 -0.57553

Calculated values
Energy: -17274.2375 a.u.
F_max: 0.0441 Eh/bohr
Gap between HOMO and LUMO: 0.39137 Ha
Energy relative to the best compared isomer or geometry (same formula, charge and spin): 64.3 kcal per mole

Mulliken atomic charge list, values in e, 2 entries: -0.01 -0.15

---

2.
An isolated ion of composition C3H6N3O2 and charge +1 at a distorted geometry, computed with the ωB97M-V functional and the def2-TZVPD basis.

Geometry (Å):
1 O 1.51238 -1.48309 -0.34908
2 O 2.73627 0.60464 0.47373
3 N -1.08617 -1.38888 -0.18761
4 N -1.71811 1.95722 0.86940
5 N 0.82208 -0.17847 -0.29385
6 C -1.49409 0.92310 0.19899
7 C 1.44670 0.83433 0.25419
8 C -0.49520 -0.29623 0.12434
9 H 3.21958 1.35945 0.83012
10 H -2.04853 -1.47186 -0.29318
11 H 2.18447 -1.37926 -0.96881
12 H -1.93421 0.54118 -0.72640
13 H -2.61397 2.19012 0.46698
14 H -0.53120 -2.21223 -0.39882

Calculated values
Energy: -432.2150 a.u.
F_max: 0.0879 Eh/bohr
Gap between HOMO and LUMO: 0.31056 Ha
Charge: +1
Energy relative to the best compared isomer or geometry (same formula, charge and spin): 116.9 kcal per mole

natural (NBO) atomic charge list, values in e, 2 entries: -0.56 -0.64